# 1
A cluster of 2 separate species, C9H14O in total in a non-equilibrium geometry, computed with wB97M-V/def2-TZVPD.

The lowest unoccupied orbital energy comes out at 0.87 eV. As for the spin multiplicity: 1.

Geometry as XYZ:
```
24
Properties=species:S:1:pos:R:3:lowdin_charge:R:1
H 0.696 -2.178 4.065 0.11
H -1.464 -3.005 3.214 0.06
H 2.416 1.006 -0.833 0.08
C -1.760 0.852 -2.130 -0.08
O 1.662 -2.389 2.284 -0.11
H 0.114 -0.330 -2.585 0.11
H -1.702 3.672 -0.347 0.11
H -3.238 2.061 -1.328 0.10
H 2.362 0.477 -2.534 0.07
H -2.437 0.073 -2.461 0.10
C 0.434 -2.156 3.001 -0.30
H 0.850 3.384 -0.721 0.11
H 0.254 -1.133 2.728 0.10
C 0.536 1.522 -1.752 -0.29
C -0.638 -3.188 2.548 -0.07
C -1.254 2.935 -1.023 -0.10
H -0.128 -4.155 2.570 0.07
C 0.101 2.716 -1.113 -0.05
H 2.038 -3.198 2.639 0.07
H 2.545 2.128 -2.216 0.08
H -0.871 -2.906 1.517 0.07
C -2.166 2.015 -1.521 -0.12
C -0.362 0.561 -2.173 -0.05
C 2.013 1.234 -1.829 -0.07
```

=====

# 2
The molecule C3H5NO2 in a non-equilibrium geometry, computed with wB97M-V/def2-TZVPD.

The lowest unoccupied orbital energy comes out at 0.11 eV. As for the spin multiplicity: 1.

Geometry as XYZ:
```
11
Properties=species:S:1:pos:R:3:lowdin_charge:R:1
C -1.006 -1.008 -0.094 -0.36
N -0.106 0.032 -0.165 -0.13
O -0.688 2.289 0.911 0.14
H -2.043 -0.700 -0.335 0.13
H 1.394 -0.766 1.051 0.09
O -0.738 -2.156 0.200 0.03
H -0.922 1.331 -1.042 0.13
H 1.851 0.660 0.074 0.08
H 1.712 -0.943 -0.682 0.10
C 1.289 -0.276 0.085 -0.07
C -0.743 1.536 -0.004 -0.14
```

=====

# 3
A structure of composition C33H82CrN5O11 in a non-equilibrium geometry, computed with wB97M-V/def2-TZVPD.

As for the expectation value of S²: 8.755. The lowest unoccupied orbital energy (spin up / spin down) comes out at 0.52 / 0.42 eV. As for the spin multiplicity: 6.

Geometry as XYZ:
```
132
Properties=species:S:1:pos:R:3:mulliken_spin:R:1
H -3.858 0.136 -2.881 0.00
H 3.715 6.889 -7.551 0.00
O -2.594 1.455 -2.231 0.00
H -2.438 -0.245 -5.125 0.00
O 2.258 2.313 3.080 0.04
H 2.365 2.338 1.093 0.03
H 2.500 4.620 -4.845 0.00
H -2.709 -5.227 4.768 0.00
H 0.966 8.723 -8.543 0.00
H -1.251 3.574 8.196 0.00
H -4.092 2.852 -2.214 0.00
H 2.148 0.413 6.217 -0.03
H -0.930 -4.020 -1.504 0.00
C -2.059 0.014 -4.136 0.00
C 1.684 3.546 3.529 0.03
H -5.986 -6.066 5.868 0.00
C 0.672 4.846 -5.703 0.00
C -2.502 -4.959 -6.276 0.00
C 0.098 0.479 -0.017 0.00
C 2.934 4.983 -6.808 0.00
C -1.872 -4.380 1.476 0.00
H -0.391 -5.542 -2.254 0.00
H -3.051 -4.377 -7.016 0.00
C -0.581 -0.080 1.209 -0.01
Cr 2.289 -0.018 3.356 4.45
H -2.402 -3.763 0.750 0.00
H 2.493 4.270 3.629 0.00
H -4.423 -6.700 5.550 0.00
O 0.618 4.216 -3.385 0.00
H -0.983 4.013 -2.054 0.00
H 0.078 2.914 -4.993 0.00
H -1.133 -0.935 0.819 0.00
H 2.469 -3.958 4.656 0.01
H -1.465 -5.145 -6.556 0.00
H 2.623 -1.961 0.630 -0.03
H 5.191 -0.950 1.586 -0.03
H -4.205 1.532 -1.017 0.00
C -0.069 -0.688 5.153 0.02
H -2.382 3.021 7.181 0.00
H -0.743 -3.238 -4.740 0.00
N 3.495 0.267 1.429 0.08
H 0.485 5.848 -5.318 0.00
C -3.536 2.246 -1.499 0.00
C 1.946 8.359 -8.234 0.00
H 4.080 -2.073 -2.794 0.00
C -2.949 -3.519 3.540 0.00
C -1.524 2.629 7.727 0.00
H 0.999 -0.065 -0.300 -0.01
C 4.209 1.502 1.775 0.03
H 1.496 -2.042 5.934 -0.01
H 0.191 4.775 -6.679 0.00
H -2.452 -5.303 1.490 0.00
O 1.715 7.032 -7.598 0.00
N -1.664 -1.152 -3.366 0.00
H 3.984 4.699 -6.741 0.00
H -1.290 0.738 -4.402 0.00
O -0.214 -5.391 -0.264 0.00
H -2.438 -2.992 -2.848 0.00
H 2.501 4.569 -7.719 0.00
H -1.032 4.296 -4.551 0.00
H 0.196 -5.003 1.726 0.00
N 2.095 4.432 -5.752 0.00
H 0.628 3.200 -1.632 0.00
C 2.912 6.489 -6.932 0.00
H 3.056 6.969 -5.964 0.00
C 3.459 -2.298 -1.926 0.00
C -0.106 3.462 -2.394 0.00
N -1.717 -3.767 2.824 0.00
H -5.679 -6.490 4.272 0.00
C -1.417 0.909 1.864 0.00
H 4.861 -0.449 -0.108 0.00
H -3.621 1.445 -4.053 0.00
H -0.833 1.777 2.171 0.00
H -3.017 -5.907 -6.116 0.00
C -2.447 -2.323 -3.708 0.00
C -0.004 3.953 -4.671 0.00
H 2.553 8.128 -9.110 0.00
H 4.778 1.883 0.927 0.01
H 2.924 0.632 0.681 0.02
H -0.241 2.472 -2.828 0.00
C -5.183 -6.039 5.131 0.00
C 3.058 2.533 1.911 -0.04
C 1.394 1.141 5.918 0.07
H 4.850 1.479 2.656 0.02
H -1.884 1.865 8.417 0.00
H 3.397 3.568 1.868 0.00
H -2.107 1.272 1.103 0.00
H -1.677 -1.013 -2.366 0.00
H -3.049 3.044 -0.938 0.00
H -2.011 -2.457 -5.661 0.00
C 0.855 -1.866 5.070 0.00
H 3.890 -2.848 1.206 0.03
H -3.791 -3.135 2.964 0.00
O 0.493 -0.621 2.001 -0.04
H 2.852 -1.399 -1.818 0.00
O 4.070 -2.768 -0.774 0.00
H -1.905 0.417 2.706 0.00
H 0.842 3.824 2.896 0.00
H -0.657 0.579 -0.797 0.00
C 2.390 -3.259 3.823 0.07
C 0.514 1.681 7.124 0.04
C -0.434 -4.584 0.941 0.00
O -0.722 2.175 6.601 0.00
H 0.258 0.815 7.735 0.00
H 0.463 1.470 0.253 0.01
O -2.470 -4.396 -5.001 0.00
H 1.193 3.363 4.485 0.00
H -0.886 -0.881 4.457 0.00
H -0.565 -0.583 6.118 0.00
C -0.969 -5.108 -1.438 0.00
N 0.638 0.552 4.775 0.01
H 1.985 2.016 5.647 0.02
H 1.804 -3.822 3.097 0.00
H 3.418 -3.235 3.463 -0.01
H -3.461 -2.070 -4.019 0.00
C -3.503 -4.812 4.148 0.00
O 1.889 -1.965 4.078 0.08
H -1.920 -5.634 -1.513 0.00
H 0.041 -3.646 0.652 0.00
H 1.122 2.310 7.773 0.00
H -3.508 -5.458 3.270 0.00
C -1.825 -3.167 -4.855 0.00
H -0.086 1.137 4.383 0.02
C -3.116 0.782 -3.350 0.00
O -4.751 -4.802 4.792 0.00
H 0.232 -2.760 5.083 0.00
H -2.608 -2.781 4.267 0.00
C 4.420 -0.760 0.839 -0.02
H 2.826 -3.035 -2.419 0.00
H 2.408 9.028 -7.509 0.00
C 3.689 -2.094 0.445 0.11
H -1.273 -2.887 2.606 0.00
```